(1)
C41H34GeIrN2OS | ωB97M-V/def2-TZVPD

Summary:
Energy relative to the best compared isomer or geometry (same formula, charge and spin) ... 85.49 kJ/mol
HOMO energy ... -9.65 eV
LUMO level ... -3.4 eV
Net charge ... +1

Each line ends with the Mulliken charge.
Positions of all 81 atoms, in Å:
Ir1 0.44146 1.88048 0.77551  0.82
Ge1 -1.94821 -0.38430 -0.48462  2.41
S1 1.70117 -0.82390 -0.41546  0.29
O1 1.62888 0.69687 -0.56495  -0.73
N1 -0.50989 3.13725 2.03210  -0.05
N2 2.02289 2.36072 2.24489  -0.20
C1 -4.15308 1.18478 -1.59037  -0.23
C2 3.26187 1.88681 2.30502  -0.32
C3 3.29795 -1.20406 0.28990  0.37
C4 -1.74252 3.60778 1.78890  0.01
C5 -3.59677 0.66410 -0.42718  -0.07
C6 -2.90375 -4.86918 0.78894  -0.52
C7 -1.23931 -0.33413 -2.29414  0.06
C8 -5.90880 2.22075 -0.32687  -0.55
C9 2.48379 -3.23249 -3.52931  -0.75
C10 -0.61618 4.01859 4.26195  -0.64
C11 -1.61382 -4.51432 0.43338  -0.80
C12 5.73348 -1.83441 1.39206  -0.57
C13 -2.33375 -2.24484 0.01339  -0.04
C14 2.68540 -2.32978 -4.56518  -0.67
C15 -2.46886 4.27651 2.75713  -0.77
C16 3.38815 -2.28020 1.15383  -0.13
C17 2.06788 -1.40449 -2.06162  0.68
C18 -0.85748 0.86680 -2.88198  0.21
C19 -3.62460 -2.62280 0.36294  -0.52
C20 -1.33673 -3.21458 0.05247  -0.11
C21 2.24703 -0.49494 -3.07973  0.01
C22 -1.26434 -1.48171 -3.07635  -0.59
C23 4.40425 -0.42657 -0.02785  -0.87
C24 2.16268 2.92411 4.57904  -0.59
C25 5.62554 -0.74669 0.53351  -0.64
C26 -0.52512 0.92143 -4.22320  -0.88
C27 1.46165 2.87458 3.38414  0.66
C28 4.62427 -2.59957 1.70080  -0.76
C29 -0.96015 0.66923 0.85873  -1.01
C30 -0.93099 -1.43281 -4.41672  -0.60
C31 -0.56940 -0.22888 -4.99402  -0.54
C32 -5.36731 1.70502 0.83923  -0.88
C33 -5.30270 1.95872 -1.54084  -0.71
C34 2.56463 -0.97032 -4.34081  -0.76
C35 -3.90832 -3.92180 0.74984  -0.68
C36 4.00925 1.88035 3.46824  -0.72
C37 0.07035 3.35866 3.25439  0.49
C38 3.44939 2.41495 4.62851  -0.54
C39 -1.90199 4.47044 4.01811  -0.54
C40 2.17264 -2.77180 -2.26450  -0.63
C41 -4.21989 0.93549 0.78654  -0.34
H1 3.66458 1.50668 1.38037  0.67
H2 -4.42466 -1.89838 0.32676  0.34
H3 2.50946 -2.85150 1.40596  0.55
H4 2.02356 -3.46667 -1.45118  0.40
H5 -3.68860 0.98629 -2.54683  0.36
H6 -0.32719 -2.95777 -0.23265  0.51
H7 2.57062 -4.29247 -3.70761  0.47
H8 -3.12497 -5.88469 1.08910  0.39
H9 -0.82616 -5.25494 0.44918  0.43
H10 4.71339 -3.43811 2.37290  0.45
H11 2.92952 -2.69284 -5.55171  0.42
H12 -1.56853 -2.42328 -2.64022  0.38
H13 5.00640 1.47106 3.45721  0.44
H14 -3.46399 4.61879 2.52452  0.45
H15 4.00347 2.43388 5.55304  0.46
H16 6.49882 -0.15476 0.29738  0.45
H17 -1.51081 0.70112 1.80968  0.45
H18 -2.14155 3.40657 0.80375  0.45
H19 1.71257 3.34366 5.46378  0.32
H20 2.13224 0.56008 -2.88746  0.55
H21 -5.72695 2.35265 -2.45433  0.42
H22 -0.83155 1.76943 -2.28646  0.30
H23 -0.32327 -0.18513 -6.04603  0.42
H24 -2.45164 4.97679 4.79641  0.45
H25 -3.81757 0.53251 1.70640  0.46
H26 -0.24332 1.86316 -4.67176  0.42
H27 2.70536 -0.27215 -5.15067  0.50
H28 -6.80880 2.81956 -0.28836  0.41
H29 4.29856 0.41144 -0.70175  0.51
H30 6.69318 -2.08424 1.82076  0.43
H31 -5.84572 1.89530 1.78919  0.46
H32 -0.15405 4.18893 5.21988  0.34
H33 -0.96384 -2.33208 -5.01264  0.47
H34 -4.91925 -4.19473 1.01558  0.42



(2)
C5H11O4Pm | ωB97M-V/def2-TZVPD

Summary:
Energy relative to the best compared isomer or geometry (same formula, charge and spin) ... 57.23 kJ/mol
Multiplicity ... 6
HOMO energy (alpha / beta) ... -11.36 / -11.85 eV
LUMO level (alpha / beta) ... -5.7 / -5.3 eV
Net charge ... +1
Expectation value of S² ... 8.77

Each line ends with the Mulliken charge.
Positions of all 21 atoms, in Å:
Pm1 1.29729 -2.03720 1.22212  1.95
O1 0.18764 -3.40362 2.72162  -0.64
O2 1.99258 -0.63966 -0.51114  -0.72
O3 0.06893 2.51763 -1.66163  -0.42
O4 -0.53802 -0.52352 1.51099  -0.50
C1 -0.08921 2.47818 -3.04795  -0.65
C2 -1.74062 -1.05976 1.53754  -0.21
C3 0.34687 1.18226 -0.83897  -0.21
C4 -0.66611 -2.85896 3.55387  -0.23
C5 1.73062 0.58346 -1.09820  -0.27
H1 -0.63783 1.57270 -3.36485  0.29
H2 1.85843 0.51074 -2.19833  0.25
H3 -1.57612 -3.43150 3.80138  0.32
H4 -0.22974 -2.28492 4.39255  0.27
H5 -0.69435 3.35342 -3.32929  0.24
H6 -2.12430 -1.41062 0.56335  0.25
H7 2.45992 1.34952 -0.75746  0.26
H8 -0.41067 0.48972 -1.25743  0.24
H9 -2.48580 -0.56526 2.18163  0.31
H10 0.87633 2.52342 -3.57671  0.26
H11 0.37416 1.65397 0.15691  0.20